[1]
81
Properties=species:S:1:pos:R:3:forces:R:3:lowdin_spin:R:1 method="wB97M-V/def2-TZVPD" homo_energy_ha="-0.5081 / -0.5081" lumo_ev="-10.42 / -10.50" charge=+3 multiplicity=2 homo_lumo_gap_ev="3.4043 / 3.3279"
P 1.2602 1.1795 -1.0758 0.7 0.3 -0.4 0.00
S 2.0773 0.4298 -5.4389 0.1 0.4 0.5 0.00
C -3.0835 1.9986 -0.9990 0.1 -0.5 -0.3 0.00
C -2.9416 -1.2671 3.1900 -0.1 0.4 0.4 0.00
H -0.2085 -1.1606 -2.1120 0.3 -0.1 -0.1 0.00
P -1.9818 1.9032 0.4576 -0.4 0.6 0.0 0.00
H -4.5750 -2.1605 0.7703 -0.1 0.0 0.0 0.00
H -1.9905 4.3510 0.5031 0.0 -0.2 0.0 0.00
H 1.2163 -1.7916 2.5069 0.2 0.0 0.0 0.00
P 0.4929 0.4291 3.3528 -0.2 -0.5 -1.2 0.00
P -2.3754 -1.5328 1.4848 -0.3 -0.5 0.6 0.00
H 2.4651 0.7456 1.8862 -0.1 0.0 0.2 0.00
H 3.2142 0.6365 -2.4177 -0.2 -0.2 0.1 0.00
H 1.1925 0.8495 5.5334 -0.2 0.1 0.1 0.00
H 3.1486 -0.3310 -0.9172 0.1 0.2 0.0 0.00
C 1.1401 -0.5326 -7.8467 0.3 -0.2 0.5 0.00
C -0.4228 -1.8494 -1.3029 1.0 -0.7 0.7 0.00
H 2.1115 -0.7619 -2.2681 0.1 0.2 -0.2 0.00
H 0.7087 0.4614 -7.9692 0.0 -0.3 -0.2 0.00
H -0.5899 3.6734 1.3439 -0.1 0.1 0.0 0.00
C 0.4044 1.8195 -2.5294 -0.4 0.0 0.0 0.00
H 2.8949 2.2175 0.4009 -0.1 0.0 -0.4 0.00
H 2.8846 -1.2831 4.3816 -0.2 -0.1 0.0 0.00
C 0.9776 -1.5379 -8.8010 0.2 -0.1 0.3 0.00
H -4.3338 -0.4149 0.5281 0.0 -0.1 0.2 0.00
C 2.5501 0.0870 -1.7351 0.3 -0.2 -0.1 0.00
H -3.8555 1.2690 1.9245 0.0 0.1 -0.1 0.00
H 0.1871 2.1569 4.8820 0.1 -0.3 0.1 0.00
C 0.5244 -2.2937 -0.4285 -0.9 0.1 -0.9 0.00
H -1.1814 -3.5472 2.1377 -0.1 0.0 0.1 0.00
H -0.5970 3.7527 -0.4108 -0.2 -0.1 0.0 0.00
H -0.9649 -0.6015 5.7462 0.1 0.3 0.0 0.00
H 1.5538 -1.3372 5.5700 0.1 -0.2 -0.6 0.00
C 1.5518 -2.7992 -8.6009 0.1 0.1 0.2 0.00
H 3.4570 0.8131 4.2892 -0.1 0.1 -0.1 0.00
C 1.9825 1.2961 2.7197 0.0 0.2 0.2 0.00
H 1.1383 2.1908 -3.2398 0.0 0.1 -0.1 0.00
H 3.0374 -2.2256 -5.5711 0.0 -0.1 -0.2 0.00
C -3.8643 -1.3966 0.4636 0.1 0.2 -0.3 0.00
C 1.8770 -0.7945 -6.6781 -0.3 -0.9 -1.1 0.00
H 1.4225 -3.5828 -9.3468 0.0 0.2 0.2 0.00
H 1.5714 2.2232 2.2847 0.2 -0.2 0.1 0.00
H 0.4016 -1.3402 -9.7030 0.1 0.0 0.2 0.00
C 2.2050 2.5563 -0.3834 0.3 0.5 0.2 0.00
H -1.9023 0.7671 5.1593 0.2 0.1 0.0 0.00
C 2.4632 -2.0577 -6.4821 -0.3 0.5 -0.1 0.00
H -3.7410 3.0258 1.7419 0.1 -0.1 -0.2 0.00
H 3.8247 2.2532 3.3179 -0.2 -0.2 0.2 0.00
C -1.2276 3.5680 0.4627 0.4 0.1 0.1 0.00
H -0.1683 1.0180 -2.9992 0.1 0.0 -0.2 0.00
C 3.0138 1.6759 3.7895 0.4 0.6 0.1 0.00
H -3.9505 -1.6746 3.3328 0.2 0.0 -0.1 0.00
H -3.7290 2.8796 -0.9704 0.1 0.0 0.2 0.00
H -0.0816 -1.8916 3.6981 0.3 0.2 -0.1 0.00
C -2.0421 -3.3218 1.5000 0.1 -0.3 -0.1 0.00
C 1.8940 -1.7022 4.5815 0.2 -0.7 0.3 0.00
H -1.7940 -3.6780 0.4978 -0.2 -0.1 0.0 0.00
H -2.2713 -1.7275 3.9267 -0.1 0.0 -0.3 0.00
H 2.7841 3.0399 -1.1828 -0.1 -0.1 0.2 0.00
H -3.7161 1.1087 -1.0636 0.0 0.1 0.0 0.00
H 1.3804 1.4309 -6.0067 0.1 -0.2 -0.1 0.00
H -0.3037 2.6080 -2.2696 0.2 0.0 0.0 0.00
H 2.5666 2.3340 4.5604 0.2 -0.4 -0.5 0.00
C -3.1588 2.1059 1.8416 0.0 -0.3 0.4 0.00
C -0.9763 0.4966 5.6751 -0.2 -0.2 0.5 0.00
C 0.8758 -1.3849 3.4803 -0.1 0.4 0.7 0.00
H -2.9088 -3.8770 1.8802 0.2 0.1 -0.1 0.00
H -2.9660 -0.1975 3.4124 -0.1 -0.2 0.0 0.00
H -1.0538 0.8857 6.7016 0.1 -0.1 -0.4 0.00
C 0.2690 1.0609 4.9894 -0.6 0.5 0.7 0.00
H 2.0027 -2.7945 4.6632 0.1 0.4 0.1 0.00
H -1.4724 -2.1075 -1.2211 0.1 -0.4 0.0 0.00
H -2.6081 2.1563 2.7850 0.0 0.1 0.0 0.00
H 1.5676 -1.9611 -0.4598 -0.1 -0.2 -0.4 0.00
H 1.5399 3.2915 0.0805 0.1 0.0 -0.2 0.00
H 0.2903 -2.9405 0.4225 -0.1 -0.2 -0.4 0.00
H -2.4967 2.0312 -1.9219 -0.1 0.1 0.1 0.00
C 2.2944 -3.0584 -7.4428 -0.1 0.4 0.0 0.00
H -3.6069 -1.5539 -0.5843 -0.1 -0.1 -0.1 0.00
H 2.7464 -4.0345 -7.2754 -0.1 0.2 -0.1 0.00
Yb -0.0207 -0.2718 0.7975 -1.1 1.7 1.4 1.00

=====

[2]
60
Properties=species:S:1:pos:R:3:forces:R:3:mulliken_charge:R:1 method="wB97M-V/def2-TZVPD" homo_energy_ha=-0.2863 e_above_lowest_kj_mol=88.7 smiles="CCOc1ccc(N(CC(=O)N2CCCCCC2)S(=O)(=O)c2ccc(C)cc2)cc1" lumo_ev=0.72 homo_lumo_gap_ev=8.5113
O 3.3633 3.6966 1.8296 0.0 -0.2 -0.3 -0.48
C -4.0864 -3.6028 -0.7312 0.3 0.1 0.0 -0.86
H 2.9215 6.3358 2.1308 0.0 0.1 0.0 0.30
C 1.4386 -1.1469 -0.7396 -0.4 0.2 -0.3 0.12
H 2.6101 3.7555 3.7604 0.1 0.0 -0.1 0.32
H 4.6866 -1.9466 -1.1097 0.1 0.0 -0.1 0.38
S 0.0655 -0.5531 -1.7218 0.0 0.1 -0.3 1.40
H -2.2161 1.8714 -0.4071 0.1 -0.1 -0.1 0.39
C 2.3493 -1.9022 1.3264 0.0 0.0 -0.2 -1.27
C -4.1737 -2.5570 -1.8441 -0.2 -0.1 0.0 -0.20
H -2.3673 0.6724 -1.7207 -0.2 0.2 0.2 0.56
C -4.6480 -0.2938 -0.7095 -0.3 0.1 -0.2 -0.85
O -1.5833 -0.5321 1.1538 0.2 0.0 0.1 -0.75
H -2.2907 -2.9262 0.2276 0.1 0.0 0.1 0.05
C 3.5899 -2.0888 0.7250 0.0 0.0 -0.1 1.05
C 0.4097 1.5823 -0.2025 0.6 0.7 0.4 -0.02
C 0.1195 2.1059 1.0500 -0.1 -0.2 -0.3 -0.81
C 3.1302 4.3939 3.0352 -0.1 0.3 0.3 -0.42
H 2.7447 -1.1017 -2.4139 0.1 0.0 -0.1 0.52
H 2.2277 -2.1249 2.3762 0.0 0.0 0.1 0.40
C 1.6766 1.8030 -0.7458 -0.1 0.3 0.2 0.12
H -5.5776 -1.0469 -2.4805 -0.1 0.0 0.0 0.39
H 2.2648 6.2227 3.7705 0.0 0.1 0.1 0.36
C 1.0682 2.8321 1.7515 0.3 0.2 0.2 -0.50
C -5.2017 -1.4629 -1.5440 0.2 0.1 0.0 -0.62
H 0.3060 -1.2829 1.0616 -0.1 0.0 0.1 0.67
H -3.1853 -2.1245 -2.0062 0.0 0.0 -0.1 -0.05
N -0.5002 0.8426 -0.9551 0.1 -1.1 -0.3 0.00
C 1.2685 -1.4345 0.5998 -0.1 -0.1 0.2 -0.16
H -4.4728 -3.0623 -2.7648 0.0 0.0 0.0 0.37
H 1.8939 1.4257 -1.7317 0.1 0.1 -0.1 0.72
H -4.9827 -1.8809 1.2054 0.0 0.0 0.0 0.49
H 5.2591 -1.7171 1.9923 0.1 0.0 0.1 0.29
O 0.5608 -0.1919 -3.0201 0.3 0.1 0.1 -0.75
H -5.0962 -3.9135 -0.4453 0.0 -0.1 0.0 0.33
O -1.0268 -1.4888 -1.7014 0.0 0.0 0.3 -0.68
C 2.3728 5.7020 2.8228 0.2 -0.4 -0.1 -1.04
H 4.4378 -3.2403 2.3194 0.0 -0.1 0.1 0.38
H 5.4820 -3.0801 0.8976 0.1 -0.1 0.0 0.39
C 2.3356 3.0341 1.2204 0.0 -0.1 -0.2 0.70
C -1.9257 0.8722 -0.7433 -0.1 -0.3 -0.2 -1.41
H -6.0537 -1.9146 -1.0309 -0.1 0.0 0.0 0.38
N -3.6039 -0.6905 0.2034 -0.1 -0.1 0.1 0.08
H -3.3523 -3.8834 1.2718 0.1 0.0 0.0 0.39
H -3.4354 -1.6166 2.0447 -0.2 0.0 -0.1 0.48
C 2.6249 2.5079 -0.0404 0.0 0.1 0.2 -0.79
C 3.7303 -1.8018 -0.6288 -0.1 0.0 0.0 -0.85
C 4.7596 -2.5678 1.5280 0.0 0.1 0.0 -1.51
C -3.9013 -1.8158 1.0758 0.4 -0.2 0.4 -1.15
H 0.7991 3.2168 2.7227 0.0 0.1 0.1 0.36
H 3.6079 2.6755 -0.4511 0.1 0.0 -0.1 0.45
H 4.1313 4.6051 3.4221 -0.2 -0.1 0.0 0.32
H -4.2703 0.4793 -1.3745 0.0 0.0 0.1 0.44
C -3.3309 -3.1119 0.4995 -0.3 0.0 0.0 -0.20
C 2.6574 -1.3313 -1.3637 0.0 0.1 -0.2 -0.53
H 1.3862 5.5143 2.4065 -0.1 0.0 0.0 0.34
C -2.3603 -0.1847 0.2770 -0.3 0.3 0.1 0.91
H -0.8440 1.9312 1.5009 -0.1 -0.1 0.1 0.37
H -5.4660 0.1506 -0.1248 0.1 0.0 -0.1 0.27
H -3.5687 -4.4827 -1.1176 -0.1 -0.1 0.0 0.40

=====

[3]
18
Properties=species:S:1:pos:R:3:forces:R:3:mulliken_charge:R:1 method="wB97M-V/def2-TZVPD" homo_energy_ha=-0.3345 e_above_lowest_kj_mol=221.4 smiles="[H]/N=C(/N)CC.O=CO" lumo_ev=0.51 homo_lumo_gap_ev=9.6109
N 0.8504 1.7869 -0.4829 0.0 0.2 -0.4 -0.42
C 0.4651 -1.7374 -1.1586 -0.8 -1.1 -3.6 0.20
C -1.5941 0.4183 0.1428 -0.2 -1.0 -2.0 -1.07
H 1.6768 2.3395 -0.6446 0.0 0.0 0.0 0.27
H 1.5291 -1.4736 -1.2463 -0.2 0.4 0.9 0.38
H -2.4412 -0.1036 0.5818 -0.1 0.0 0.1 0.33
H -1.3758 -0.1060 -0.8764 -1.1 1.5 1.6 0.26
O -0.3946 -1.2163 -1.8715 1.5 -0.7 1.3 -0.59
C -0.3443 0.2124 0.9296 1.4 -1.5 -0.7 -0.12
H 0.1802 -0.7538 0.4139 -0.9 1.9 1.9 -0.03
N 1.5095 1.6681 1.6921 0.1 0.4 0.2 -0.88
H 0.4960 1.2648 -1.2652 -0.1 0.0 0.0 0.20
H -0.5382 -3.3359 -0.8864 0.0 0.2 0.0 0.35
O 0.3482 -2.9928 -0.6866 0.0 0.4 0.5 -0.42
H 1.3026 1.2686 2.6037 -0.2 -0.1 -0.2 0.22
H -1.8459 1.4646 -0.0098 0.0 0.0 0.0 0.36
C 0.7057 1.2914 0.7802 0.3 -0.7 0.4 0.59
H -0.5293 0.0048 1.9843 0.3 -0.1 -0.1 0.37

=====

[4]
79
Properties=species:S:1:pos:R:3:forces:R:3:lowdin_spin:R:1 method="wB97M-V/def2-TZVPD" homo_energy_ha="0.0109 / 0.0110" e_above_lowest_kj_mol=41.0 lumo_ev="2.49 / 2.49" charge=-2 multiplicity=2 homo_lumo_gap_ev="2.1951 / 2.1926"
C 3.0737 -2.1133 -3.6254 -1.1 -1.1 0.7 0.00
H 2.8187 3.4226 1.4540 0.2 0.0 -1.1 0.00
H 1.8107 2.0637 -4.5113 0.3 -0.2 -0.1 0.00
C 5.2199 -2.4083 4.5218 0.3 0.6 0.6 0.00
H -6.6685 1.5167 -2.6780 0.6 -0.2 0.0 0.00
N 6.4225 0.7147 2.9319 -1.0 -1.5 0.4 0.00
H 3.9870 -3.8678 3.5909 -0.7 -0.7 0.0 0.00
H -6.5746 1.4502 -0.4586 0.3 0.5 0.3 0.00
H 0.1766 1.5735 -4.1445 -0.2 0.2 0.2 0.00
Se 5.6815 1.3502 1.4375 -0.5 -1.0 0.3 0.00
S -2.4793 -2.3017 3.7351 0.2 0.8 0.0 0.00
H -1.6013 2.9634 2.7325 0.5 -0.3 -0.1 0.00
O 0.3705 2.4162 0.7986 1.1 1.1 0.4 0.00
C 0.2365 -4.4030 -0.9411 -0.5 0.7 0.1 0.00
H -0.4514 3.3604 4.0748 -0.4 0.1 -0.1 0.00
N 4.5652 -0.0636 1.1495 1.9 -0.3 1.5 0.00
C 1.5602 0.9958 -2.6238 -1.3 0.2 0.8 0.00
C -0.9639 -3.7140 -0.6440 0.2 -0.2 -0.1 0.00
H 0.5243 -4.5577 -1.9770 0.0 0.0 0.0 0.00
C 5.8285 -0.4918 3.1937 0.1 2.0 -2.1 0.00
H 2.3663 -1.6895 -1.6144 0.2 0.9 -1.3 0.00
H -1.4119 -2.4194 -2.3767 0.0 -0.2 0.5 0.01
H 1.9299 4.6942 2.4079 0.5 -0.4 -0.2 0.00
H -2.7971 -2.6027 -1.2486 1.2 -0.7 -0.3 0.05
H -0.8345 -4.0196 2.7455 -0.3 0.0 0.1 0.00
H -5.7984 2.9333 -3.0238 0.4 0.7 0.0 0.00
C -0.5368 -4.1577 1.7169 1.1 0.0 -0.3 0.00
C 4.4056 -2.9052 3.4632 0.5 0.6 -0.6 0.00
S -3.3504 1.4051 2.7170 0.0 -0.5 0.2 0.00
H 0.8397 1.1656 -1.7927 0.6 -0.3 -0.1 0.00
H -3.1513 2.4620 -3.9252 -0.1 -0.2 0.4 0.00
B -3.4022 -0.1457 -1.5139 0.9 -0.7 -0.1 0.55
H -2.8470 2.3398 0.4505 -0.3 0.4 0.1 0.00
C 4.8965 -0.9183 2.1437 -1.2 0.0 0.2 0.00
C -2.7818 2.8909 -0.4924 0.5 -0.8 -1.1 0.00
H 3.6001 -2.5232 1.4869 0.1 -0.2 0.3 0.00
C -5.6248 2.0084 -0.3483 -0.2 0.2 0.2 0.00
O -2.5311 0.8415 -1.8244 -0.6 0.6 0.2 0.11
H -0.4986 4.4570 2.6339 -0.5 0.5 -0.1 0.00
H -2.1584 3.5067 -2.8720 0.3 -0.5 0.0 0.00
H -5.2294 1.3901 -3.7216 0.0 0.3 0.3 0.00
H 2.8711 3.2910 3.1762 -0.8 0.5 -0.4 0.00
Sb -2.5167 -0.0164 4.5828 0.2 0.3 0.3 0.00
C 0.6891 -4.7969 1.4247 -1.1 0.4 -0.4 0.00
H -5.1375 1.6710 0.5769 0.0 0.2 -0.1 0.00
H -5.7997 3.0964 -0.3121 -0.1 -0.3 0.0 0.00
Cs -0.6349 -0.0653 1.4858 -0.4 -1.2 0.0 0.02
H 1.8912 -5.5060 -0.2000 0.4 0.2 -0.1 0.00
H -3.2840 3.8424 -0.5593 -0.3 0.5 0.7 0.00
H -2.3343 -3.9094 -2.3790 0.4 0.2 0.5 0.00
C -5.6353 1.8910 -2.8296 -0.9 -1.4 0.0 0.00
H 3.8319 -2.7554 -3.1736 0.2 0.0 -0.2 0.00
H 3.4124 -0.3949 -2.3670 -0.2 -0.3 0.0 0.00
H -1.7211 3.0835 -0.7038 -0.1 -0.1 0.2 0.00
C 5.9465 -1.2621 4.3776 0.5 -0.5 0.6 0.00
H 6.6450 -0.9513 5.1547 -0.3 0.1 -0.1 0.00
H 0.9694 2.9357 -3.2615 -0.3 -0.1 0.0 0.00
H 2.2250 -2.7722 -3.8887 0.3 0.2 0.1 0.00
C 1.0556 -4.8772 0.0761 -0.3 -0.8 0.1 0.00
H -2.2444 -3.1260 0.9505 -0.4 0.4 0.4 0.00
C -3.3216 2.0957 -1.6808 0.3 0.2 -0.6 0.04
C -1.3163 -3.5875 0.6948 0.8 -1.0 0.1 0.00
S 0.8216 2.5793 2.2727 -2.2 -1.7 -1.2 0.00
H 2.5799 1.2811 -2.2459 -0.8 -0.6 -0.4 0.00
C 2.6211 -1.1266 -2.5830 -1.5 0.0 0.5 0.00
C 4.2474 -2.2130 2.3067 0.0 0.7 -0.4 0.00
S -0.1605 0.8762 4.8490 -0.8 -0.9 -0.1 0.00
C -1.9016 -3.1416 -1.6946 -0.8 0.2 -0.5 0.05
C -0.6427 3.4471 2.9989 2.3 0.5 0.5 0.00
C -3.0931 2.9457 -2.9448 -0.4 1.4 0.3 0.00
C 2.2379 3.6352 2.3158 0.0 1.1 1.9 0.00
H 1.2871 -5.2952 2.2018 -0.3 0.4 -0.3 0.00
H 3.4184 -1.6772 -4.5343 0.4 0.5 -0.6 0.00
C 1.0995 1.9401 -3.6962 0.2 0.3 -0.6 0.00
H 5.1991 -2.9075 5.5040 0.2 0.1 -0.7 0.00
O -4.6912 0.1249 -1.3624 -0.7 1.0 -0.7 0.11
O 1.4167 -0.3801 -3.0710 3.0 0.2 1.1 0.00
C -4.8264 1.6117 -1.5620 0.4 -0.6 0.0 0.04
H -3.8257 3.7947 -2.9268 0.3 -0.8 -0.1 0.00

=====

Total energy per entry: -104189.207 -46343.348 -11384.608 -154192.297 eV